{"formula": "C40H84N4O18", "method": "wB97M-V/def2-TZVPD", "species": ["C", "C", "O", "C", "C", "O", "H", "H", "H", "H", "H", "H", "H", "H", "C", "C", "O", "C", "C", "O", "H", "H", "H", "H", "H", "H", "H", "H", "C", "C", "O", "C", "C", "O", "H", "H", "H", "H", "H", "H", "H", "H", "C", "C", "O", "C", "C", "O", "H", "H", "H", "H", "H", "H", "H", "H", "C", "C", "O", "C", "C", "O", "H", "H", "H", "H", "H", "H", "H", "H", "C", "C", "O", "C", "C", "O", "H", "H", "H", "H", "H", "H", "H", "H", "C", "C", "O", "C", "C", "O", "H", "H", "H", "H", "H", "H", "H", "H", "C", "N", "C", "C", "O", "H", "H", "H", "H", "H", "H", "H", "C", "N", "C", "C", "O", "H", "H", "H", "H", "H", "H", "H", "C", "N", "C", "C", "O", "H", "H", "H", "H", "H", "H", "H", "C", "N", "C", "C", "O", "H", "H", "H", "H", "H", "H", "H"], "positions_angstrom": [[-21.640, -14.126, 23.476], [-21.651, -15.351, 24.344], [-22.813, -15.317, 25.171], [-22.989, -16.363, 25.990], [-24.198, -16.234, 26.861], [-22.267, -17.326, 25.995], [-21.609, -13.209, 24.060], [-22.526, -14.132, 22.841], [-20.760, -14.166, 22.834], [-21.649, -16.274, 23.757], [-20.743, -15.447, 24.950], [-24.620, -15.229, 26.898], [-23.885, -16.480, 27.876], [-25.007, -16.915, 26.608], [-30.822, -14.961, 23.059], [-29.773, -15.673, 22.227], [-28.553, -15.733, 22.971], [-27.403, -15.648, 22.273], [-26.212, -15.808, 23.171], [-27.349, -15.452, 21.089], [-31.759, -14.956, 22.501], [-30.493, -13.959, 23.326], [-31.035, -15.495, 23.989], [-30.091, -16.689, 21.984], [-29.626, -15.128, 21.296], [-25.337, -15.713, 22.531], [-26.182, -16.785, 23.653], [-26.211, -15.056, 23.958], [-32.860, -17.278, 33.198], [-31.444, -17.658, 32.894], [-30.606, -16.525, 33.169], [-29.293, -16.717, 32.975], [-28.493, -15.488, 33.316], [-28.823, -17.789, 32.688], [-33.033, -16.991, 34.231], [-33.521, -18.096, 32.898], [-33.195, -16.468, 32.543], [-31.112, -18.487, 33.524], [-31.314, -17.991, 31.863], [-28.565, -14.712, 32.556], [-27.454, -15.752, 33.491], [-28.904, -15.126, 34.261], [-30.299, -13.318, 29.204], [-29.330, -12.424, 29.959], [-29.462, -12.659, 31.383], [-30.441, -11.997, 32.019], [-30.666, -12.523, 33.412], [-31.101, -11.135, 31.500], [-30.273, -14.360, 29.520], [-30.015, -13.398, 28.155], [-31.269, -12.836, 29.333], [-28.292, -12.703, 29.768], [-29.470, -11.374, 29.725], [-31.166, -13.489, 33.308], [-31.309, -11.824, 33.937], [-29.729, -12.676, 33.942], [-31.108, -16.297, 26.850], [-29.702, -16.783, 26.813], [-29.100, -16.585, 28.104], [-27.788, -16.842, 28.164], [-27.195, -16.517, 29.494], [-27.155, -17.265, 27.227], [-31.538, -16.471, 25.855], [-31.208, -15.222, 27.012], [-31.811, -16.794, 27.519], [-29.648, -17.820, 26.478], [-29.130, -16.193, 26.093], [-27.965, -16.201, 30.195], [-26.508, -15.679, 29.361], [-26.622, -17.330, 29.933], [-27.478, -12.055, 25.819], [-28.952, -12.226, 25.506], [-29.733, -11.557, 26.509], [-30.127, -10.302, 26.255], [-30.996, -9.757, 27.358], [-29.809, -9.688, 25.276], [-27.201, -11.003, 25.777], [-26.836, -12.612, 25.131], [-27.246, -12.464, 26.806], [-29.185, -11.860, 24.510], [-29.223, -13.278, 25.607], [-31.823, -10.417, 27.617], [-31.412, -8.799, 27.057], [-30.423, -9.578, 28.270], [-25.829, -18.769, 33.131], [-25.302, -20.106, 33.581], [-24.950, -20.014, 34.975], [-24.511, -21.138, 35.542], [-24.202, -20.950, 37.007], [-24.397, -22.185, 34.955], [-25.051, -18.018, 33.002], [-26.556, -18.391, 33.842], [-26.290, -18.948, 32.159], [-26.022, -20.913, 33.434], [-24.429, -20.433, 33.009], [-25.143, -20.721, 37.513], [-23.530, -20.112, 37.167], [-23.816, -21.892, 37.380], [-33.124, -15.248, 29.980], [-33.945, -14.072, 29.822], [-33.982, -13.138, 30.916], [-34.659, -13.856, 28.697], [-35.437, -12.938, 28.521], [-32.963, -15.739, 29.019], [-33.685, -16.007, 30.537], [-32.145, -15.082, 30.418], [-32.991, -12.731, 31.119], [-34.672, -12.327, 30.701], [-34.352, -13.606, 31.836], [-34.481, -14.606, 27.908], [-22.489, -15.022, 29.893], [-23.744, -14.850, 30.566], [-24.616, -13.820, 30.041], [-24.086, -15.502, 31.704], [-25.135, -15.333, 32.287], [-22.668, -15.026, 28.818], [-21.981, -15.950, 30.153], [-21.755, -14.222, 30.057], [-25.564, -13.847, 30.569], [-24.176, -12.823, 30.139], [-24.782, -13.982, 28.972], [-23.338, -16.260, 31.992], [-32.393, -19.808, 26.571], [-33.286, -20.215, 27.615], [-34.222, -21.267, 27.270], [-33.273, -19.642, 28.844], [-32.578, -18.698, 29.152], [-32.965, -19.442, 25.714], [-31.761, -20.638, 26.244], [-31.730, -19.013, 26.899], [-34.808, -20.973, 26.395], [-33.703, -22.199, 27.029], [-34.906, -21.472, 28.091], [-34.006, -20.127, 29.508], [-29.022, -20.822, 28.012], [-27.650, -21.179, 28.239], [-26.710, -20.842, 27.192], [-27.278, -21.925, 29.300], [-26.150, -22.316, 29.516], [-29.393, -21.300, 27.102], [-29.125, -19.736, 27.898], [-29.619, -21.079, 28.886], [-26.612, -19.754, 27.159], [-25.769, -21.360, 27.317], [-27.148, -21.132, 26.229], [-28.095, -22.164, 30.001]], "forces_ev_per_angstrom": [[-0.08, -0.15, -0.18], [0.64, -0.66, -0.14], [-0.14, 0.36, 0.25], [-0.24, -0.45, -0.29], [-0.18, 0.41, 0.68], [0.17, 0.09, 0.05], [-0.04, 0.02, 0.03], [0.02, 0.18, -0.02], [0.00, 0.09, -0.03], [-0.25, 0.12, -0.10], [-0.20, 0.26, 0.22], [0.14, 0.04, -0.28], [-0.09, -0.21, -0.03], [0.20, -0.15, -0.22], [-0.01, -0.58, 0.24], [-0.51, 0.39, -0.04], [0.01, -0.07, 0.08], [-0.03, -0.03, 0.21], [0.33, -0.04, -0.27], [-0.04, -0.06, -0.07], [0.05, 0.33, -0.03], [-0.15, 0.12, -0.18], [0.17, 0.00, -0.06], [0.10, -0.05, 0.01], [0.21, -0.10, -0.02], [0.11, 0.11, 0.21], [-0.22, -0.04, -0.02], [0.01, 0.06, -0.02], [-0.66, 0.16, -0.82], [0.23, -0.49, 0.30], [-0.20, 0.27, -0.37], [0.53, -0.18, 0.52], [-0.10, -0.24, 0.44], [-0.17, 0.07, -0.39], [0.06, -0.11, 0.10], [0.10, -0.16, 0.40], [0.24, 0.18, 0.25], [-0.01, 0.06, 0.00], [-0.02, 0.21, -0.07], [-0.09, 0.01, 0.00], [0.05, -0.06, -0.29], [0.00, 0.29, -0.15], [0.31, 0.32, -0.10], [0.61, -0.80, 0.12], [-0.01, 0.07, -0.04], [-0.09, -0.13, 0.08], [0.02, 0.14, -0.30], [-0.06, 0.14, -0.10], [-0.09, 0.16, 0.54], [-0.19, 0.54, -0.10], [-0.29, -0.54, -0.34], [-0.03, 0.09, -0.09], [-0.09, 0.04, 0.07], [0.02, -0.02, 0.13], [-0.01, -0.05, 0.09], [0.01, -0.01, -0.01], [-1.33, 0.31, -0.65], [0.28, 0.39, -0.17], [-0.08, -0.22, 0.00], [0.25, -0.21, 0.15], [-0.19, 0.54, 0.44], [-0.11, -0.12, -0.24], [0.11, 0.03, 0.01], [0.27, 0.01, 0.14], [0.49, -0.25, 0.33], [0.17, -0.11, 0.33], [0.02, -0.11, -0.07], [0.04, -0.10, 0.05], [0.04, -0.04, -0.06], [-0.07, -0.19, -0.20], [0.21, -0.15, 0.07], [0.54, -0.23, 0.26], [-0.17, -0.30, -0.05], [-0.23, 0.33, 0.37], [-0.24, 0.29, 0.18], [0.14, 0.07, -0.36], [0.05, -0.01, 0.05], [-0.20, 0.09, -0.21], [-0.12, 0.21, 0.09], [-0.19, 0.07, 0.05], [-0.13, 0.01, -0.16], [0.15, -0.18, -0.08], [0.08, -0.03, -0.16], [0.12, -0.18, -0.07], [0.21, -0.31, -0.20], [0.32, -0.34, -0.19], [-0.04, 0.20, -0.06], [0.18, -0.24, 0.14], [-0.48, -0.10, -0.25], [-0.02, 0.06, -0.02], [0.09, -0.05, 0.12], [-0.21, 0.01, -0.16], [-0.24, 0.31, 0.07], [-0.19, 0.15, 0.24], [0.08, 0.18, 0.10], [0.07, 0.02, 0.06], [0.12, -0.05, 0.00], [0.18, 0.10, 0.14], [-0.73, -1.03, -0.54], [0.54, 0.11, -0.13], [-0.31, 0.16, 0.61], [-0.22, 0.23, -0.12], [0.08, 0.01, 0.01], [0.05, 0.28, -0.09], [0.29, 0.09, 0.35], [-0.10, 0.32, 0.23], [-0.01, 0.05, -0.07], [0.10, 0.03, -0.26], [0.11, -0.17, -0.11], [0.11, -0.13, 0.10], [0.73, 0.01, -0.46], [-0.11, 0.28, 0.14], [0.04, 0.21, -0.19], [-0.01, -0.17, -0.58], [-0.08, -0.04, 0.37], [0.04, -0.13, -0.02], [-0.28, -0.11, 0.13], [-0.29, 0.14, 0.28], [0.01, -0.01, 0.07], [0.03, -0.06, 0.14], [-0.02, -0.09, 0.02], [0.01, 0.08, 0.13], [0.37, 0.24, -0.46], [-0.27, -0.34, 0.44], [0.08, -0.12, -0.04], [-0.24, -0.14, -0.77], [0.20, 0.16, 0.37], [0.05, -0.03, -0.06], [-0.13, -0.09, -0.03], [-0.14, 0.04, 0.25], [-0.03, 0.01, 0.04], [0.04, 0.06, -0.01], [0.03, 0.12, 0.07], [0.06, 0.12, 0.22], [-0.04, 0.49, 0.15], [0.04, -0.32, 0.12], [-0.60, 0.34, -0.41], [0.26, -0.15, 0.24], [0.14, 0.00, -0.05], [-0.19, -0.06, 0.08], [0.05, -0.04, -0.11], [-0.10, -0.24, -0.10], [0.40, -0.05, -0.01], [0.11, 0.09, 0.25], [0.09, -0.10, 0.02], [-0.18, 0.15, -0.15]], "lumo_energy_ev": 0.15, "max_force_ev_per_a": 1.5, "orbital_gap_ev": 9.39, "smiles": "CCOC(C)=O.CCOC(C)=O.CCOC(C)=O.CCOC(C)=O.CCOC(C)=O.CCOC(C)=O.CCOC(C)=O.CN(C)C=O.CN(C)C=O.CN(C)C=O.CN(C)C=O", "e_above_lowest_kcal_mol": 6.67, "molar_mass_g_mol": 909.122, "homo_energy_ev": -9.245, "total_energy_ev": -85660.4043, "multiplicity": 1}